Below is C18H17N2O3Ta as an isolated structure, with properties calculated with ωB97M-V/def2-TZVPD.

Last column: natural (NBO) charge in e.
Element x y z (Å)
1 Ta 0.736 -1.897 -2.953  1.633
2 N 2.276 -1.731 -4.277  -0.910
3 C 2.039 -0.553 -5.187  -0.345
4 C 0.536 -0.300 -5.366  0.668
5 O -0.007 0.280 -6.280  -0.422
6 N -0.152 -0.829 -4.256  -0.708
7 C -1.096 0.063 -3.693  -0.360
8 C -1.410 -0.303 -2.206  0.783
9 O -2.396 0.017 -1.626  -0.495
10 O -0.401 -1.037 -1.660  -0.785
11 H 3.268 -1.695 -4.003  0.456
12 H 2.188 -2.635 -4.754  0.416
13 H 2.422 -0.731 -6.194  0.271
14 H 2.608 0.328 -4.783  0.274
15 H -1.988 -0.066 -4.330  0.278
16 H -0.749 1.133 -3.664  0.253
17 C -3.647 1.531 5.137  -0.146
18 C -4.329 1.258 3.936  -0.190
19 C -3.603 1.125 2.758  -0.157
20 C -2.251 1.191 2.786  -0.097
21 C -1.555 1.464 3.965  -0.190
22 C -2.225 1.531 5.157  -0.186
23 C -1.474 0.562 1.698  -0.254
24 C -0.209 0.302 1.745  0.439
25 C 1.047 -0.182 1.540  -0.185
26 C 1.736 0.062 0.340  -0.140
27 C 3.045 -0.348 0.206  -0.252
28 C 3.805 -0.886 1.296  -0.072
29 C 3.150 -1.117 2.522  -0.220
30 C 1.803 -0.811 2.622  -0.077
31 H -4.178 1.559 6.074  0.239
32 H -5.409 1.166 3.899  0.243
33 H -4.123 0.874 1.842  0.228
34 H -0.477 1.510 3.974  0.205
35 H -1.711 1.581 6.149  0.245
36 H -2.030 0.313 0.827  0.330
37 H 1.290 0.661 -0.517  0.243
38 H 3.538 -0.099 -0.790  0.231
39 H 4.880 -0.938 1.175  0.251
40 H 3.737 -1.536 3.304  0.260
41 H 1.314 -0.818 3.589  0.245

Properties
net charge	+2
2S+1	1
LUMO energy (spin up / spin down)	-8.1 / -8.1	eV
Kohn-Sham gap (spin up / spin down)	5.97 / 5.97	eV
energy relative to the best compared isomer or geometry (same formula, charge and spin)	0.0	kcal per mole



Below is a 2-piece molecular cluster, C18H17N3 overall, with properties calculated with ωB97M-V/def2-TZVPD.

Last column: natural (NBO) charge in e.
Element x y z (Å)
1 C 0.896 -0.842 -3.758  -0.699
2 C 0.196 0.043 -2.827  0.435
3 N -0.690 0.956 -3.269  -0.477
4 C -1.268 1.643 -2.204  0.109
5 C -0.717 1.130 -1.004  0.005
6 C -1.252 1.572 0.204  -0.199
7 C -2.232 2.576 0.187  -0.214
8 C -2.768 3.052 -1.023  -0.198
9 C -2.301 2.563 -2.249  -0.220
10 C 0.258 0.097 -1.398  -0.222
11 C 1.007 -0.754 -0.602  0.103
12 C 1.226 -0.603 0.804  -0.088
13 C 1.487 0.655 1.401  -0.177
14 C 1.556 0.782 2.783  -0.230
15 C 1.375 -0.335 3.611  0.032
16 C 1.365 -0.174 5.100  -0.638
17 C 1.215 -1.602 3.028  -0.221
18 C 1.180 -1.740 1.652  -0.141
19 H 1.594 -1.458 -3.189  0.245
20 H 0.187 -1.506 -4.273  0.314
21 H 1.445 -0.257 -4.508  0.234
22 H -0.928 1.097 -4.248  0.431
23 H -0.910 1.131 1.138  0.233
24 H -2.602 2.987 1.128  0.221
25 H -3.565 3.794 -1.008  0.222
26 H -2.706 2.865 -3.215  0.221
27 H 1.386 -1.658 -1.073  0.253
28 H 1.646 1.522 0.757  0.224
29 H 1.738 1.761 3.236  0.218
30 H 1.284 -1.144 5.598  0.221
31 H 2.280 0.314 5.455  0.226
32 H 0.525 0.447 5.435  0.228
33 H 1.104 -2.480 3.670  0.221
34 H 1.036 -2.712 1.179  0.254
35 N -0.667 -3.199 -0.853  -1.027
36 C -1.023 -3.278 -2.089  0.435
37 N -1.306 -3.263 -3.252  -0.695
38 H -1.051 -3.981 -0.318  0.358

Properties
2S+1	1
LUMO energy	-1.7	eV
Kohn-Sham gap	4.64	eV
energy relative to the best compared isomer or geometry (same formula, charge and spin)	24.7	kcal per mole



Below is C18H17N3O4S2 as an isolated structure, with properties calculated with ωB97M-V/def2-TZVPD.

Last column: natural (NBO) charge in e.
Element x y z (Å)
1 C -4.832 -0.593 -1.791  -0.632
2 H -4.646 -0.198 -2.884  0.214
3 H -4.313 -1.508 -1.895  0.197
4 H -5.873 -0.667 -1.612  0.263
5 C -4.101 0.134 -1.052  0.051
6 C -4.388 -0.304 0.575  0.665
7 O -5.487 -0.162 1.242  -0.654
8 N -3.358 -0.843 1.070  -0.625
9 C -2.070 -1.158 0.759  0.220
10 C -1.655 -1.864 -0.353  -0.222
11 C -0.431 -1.890 -0.621  -0.218
12 C 0.509 -1.663 0.169  -0.236
13 C 0.327 -1.367 1.375  -0.201
14 C -0.992 -0.808 1.817  -0.137
15 H -1.282 -0.451 2.593  0.164
16 H 1.026 -1.009 2.315  0.279
17 S 2.347 -2.244 -0.101  2.328
18 O 3.092 -2.094 1.098  -0.866
19 O 2.495 -3.093 -1.101  -0.894
20 N 2.640 -0.695 -1.009  -0.880
21 C 3.103 0.432 -0.729  0.187
22 N 3.612 1.434 -1.195  -0.516
23 C 4.045 2.541 -0.546  -0.019
24 C 3.641 2.408 0.878  -0.572
25 S 2.936 1.013 0.806  0.482
26 H 3.941 3.103 1.469  0.240
27 H 4.557 3.064 -1.086  0.177
28 H 2.942 -0.778 -2.119  0.417
29 H -0.169 -2.613 -1.448  0.237
30 H -2.436 -2.127 -0.968  0.219
31 H -3.557 -0.876 2.124  0.412
32 O -2.828 0.394 -1.479  -0.547
33 C -1.915 1.349 -0.738  0.391
34 C -0.706 1.278 -1.366  -0.348
35 C 0.226 2.201 -0.820  -0.065
36 C 0.008 3.232 0.334  -0.272
37 C -1.256 2.938 0.706  -0.108
38 C -2.247 2.100 0.623  -0.309
39 H -3.234 2.073 0.843  0.236
40 H -1.640 3.653 1.843  0.132
41 H 0.788 3.620 0.867  0.239
42 H 1.085 2.423 -1.061  0.173
43 H -0.570 0.758 -2.181  0.230
44 H -4.655 1.162 -0.884  0.169

Properties
2S+1	1
LUMO energy	-0.1	eV
Kohn-Sham gap	7.93	eV
energy relative to the best compared isomer or geometry (same formula, charge and spin)	450.1	kcal per mole



Below is one molecule with the formula C18H17N3O6, with properties calculated with ωB97M-V/def2-TZVPD.

Last column: natural (NBO) charge in e.
Element x y z (Å)
1 O 3.321 3.187 1.520  -0.577
2 C 2.318 2.892 0.919  0.691
3 C 2.106 3.222 -0.561  -0.321
4 N 1.648 2.089 -1.340  -0.610
5 C 1.942 0.818 -0.993  0.657
6 O 2.620 0.536 -0.032  -0.601
7 C 1.274 -0.243 -1.884  -0.016
8 C 2.290 -1.291 -2.362  -0.084
9 O 2.871 -1.986 -1.292  -0.469
10 C 1.995 -2.325 -0.299  0.225
11 C 2.415 -3.223 0.674  -0.225
12 C 1.553 -3.616 1.679  -0.221
13 C 0.257 -3.125 1.716  -0.227
14 C -0.165 -2.215 0.766  -0.271
15 C 0.703 -1.798 -0.234  0.283
16 O 0.246 -0.872 -1.145  -0.494
17 N 1.242 2.349 1.560  -0.439
18 N 0.106 2.010 0.924  -0.304
19 C -0.759 1.261 1.495  0.087
20 C -1.979 0.868 0.841  -0.245
21 C -2.893 0.056 1.520  -0.130
22 C -4.053 -0.378 0.923  -0.341
23 C -4.334 -0.008 -0.393  0.349
24 O -5.459 -0.411 -1.027  -0.654
25 C -3.445 0.801 -1.087  -0.359
26 C -2.275 1.244 -0.489  0.458
27 O -1.451 2.032 -1.198  -0.707
28 H 1.361 4.018 -0.628  0.228
29 H 3.066 3.592 -0.940  0.229
30 H 1.047 2.276 -2.126  0.410
31 H 0.779 0.219 -2.744  0.203
32 H 1.765 -1.994 -3.027  0.186
33 H 3.110 -0.817 -2.908  0.205
34 H 3.424 -3.598 0.618  0.225
35 H 1.890 -4.313 2.430  0.214
36 H -0.425 -3.445 2.489  0.211
37 H -1.164 -1.809 0.774  0.227
38 H 1.407 2.006 2.508  0.386
39 H -0.593 0.876 2.506  0.173
40 H -2.674 -0.236 2.537  0.214
41 H -4.745 -1.007 1.467  0.211
42 H -5.989 -0.968 -0.442  0.482
43 H -3.664 1.086 -2.102  0.234
44 H -0.687 2.240 -0.616  0.508

Properties
structure (SMILES)	O=C(CNC(=O)[C@H]1COc2ccccc2O1)N/N=C/c1ccc(O)cc1O
2S+1	1
LUMO energy	0.4	eV
Kohn-Sham gap	8.58	eV
energy relative to the best compared isomer or geometry (same formula, charge and spin)	31.5	kcal per mole



Below is one molecule with the formula C18H17NO6, with properties calculated with ωB97M-V/def2-TZVPD.

Last column: natural (NBO) charge in e.
Element x y z (Å)
1 C -3.254 -1.914 -2.304  -0.635
2 C -2.440 -1.984 -1.021  -0.075
3 O -2.157 -0.673 -0.518  -0.518
4 C -3.107 -0.092 0.215  0.790
5 O -4.141 -0.609 0.536  -0.587
6 C -2.716 1.331 0.602  -0.330
7 N -1.306 1.565 0.491  -0.444
8 C -0.749 2.339 -0.483  0.687
9 O -1.356 2.990 -1.300  -0.597
10 C 0.784 2.179 -0.386  0.167
11 O 1.477 3.387 -0.361  -0.679
12 C 1.143 1.306 -1.631  -0.509
13 C 2.528 0.704 -1.514  0.512
14 O 3.514 1.256 -1.945  -0.510
15 C 2.581 -0.591 -0.830  0.188
16 C 1.595 -1.427 -0.348  -0.262
17 C 2.255 -2.529 0.222  -0.328
18 C 3.591 -2.292 0.048  0.132
19 O 3.790 -1.141 -0.582  -0.376
20 C 0.935 1.409 0.896  -0.094
21 C 2.059 1.068 1.614  -0.164
22 C 1.898 0.289 2.754  -0.234
23 C 0.641 -0.138 3.150  -0.185
24 C -0.500 0.226 2.447  -0.285
25 C -0.334 1.016 1.327  0.247
26 H -3.390 -2.915 -2.702  0.221
27 H -4.229 -1.480 -2.102  0.224
28 H -2.740 -1.304 -3.043  0.214
29 H -1.463 -2.441 -1.198  0.188
30 H -2.981 -2.547 -0.254  0.204
31 H -3.082 1.537 1.613  0.234
32 H -3.212 2.016 -0.097  0.274
33 H 1.204 3.918 -1.119  0.486
34 H 1.115 1.963 -2.504  0.248
35 H 0.391 0.526 -1.743  0.229
36 H 0.537 -1.268 -0.381  0.237
37 H 1.807 -3.378 0.696  0.233
38 H 4.456 -2.863 0.324  0.208
39 H 3.033 1.406 1.298  0.234
40 H 2.763 0.009 3.334  0.219
41 H 0.541 -0.755 4.030  0.218
42 H -1.477 -0.097 2.771  0.221

Properties
structure (SMILES)	CCOC(=O)CN1C(=O)[C@](O)(CC(=O)c2ccco2)c2ccccc21
2S+1	1
LUMO energy	0.2	eV
Kohn-Sham gap	8.90	eV
energy relative to the best compared isomer or geometry (same formula, charge and spin)	26.1	kcal per mole



Below is C18H18AgN3Sb as an isolated structure, with properties calculated with ωB97M-V/def2-TZVPD.

Last column: natural (NBO) charge in e.
Element x y z (Å)
1 Ag -0.002 -0.792 0.098  0.882
2 C 3.335 -1.471 -0.631  -0.643
3 C 3.076 0.002 -0.755  0.237
4 C 3.969 0.856 -1.390  -0.243
5 C 3.681 2.206 -1.464  -0.127
6 C 2.521 2.681 -0.866  -0.271
7 C 1.672 1.781 -0.240  -0.082
8 N 1.945 0.465 -0.207  -0.576
9 Sb 0.000 2.660 0.843  1.052
10 C 0.002 1.306 2.530  -0.083
11 C 0.004 1.836 3.812  -0.264
12 C 0.005 0.964 4.891  -0.134
13 C 0.005 -0.399 4.658  -0.244
14 C 0.003 -0.865 3.350  0.242
15 C 0.003 -2.329 3.021  -0.653
16 N 0.001 -0.014 2.314  -0.573
17 C -1.678 1.784 -0.232  -0.082
18 C -2.537 2.686 -0.842  -0.271
19 C -3.700 2.212 -1.435  -0.128
20 C -3.981 0.860 -1.372  -0.243
21 C -3.079 0.005 -0.751  0.237
22 C -3.331 -1.471 -0.639  -0.644
23 N -1.946 0.467 -0.209  -0.577
24 H 4.203 -1.774 -1.212  0.236
25 H 2.472 -2.047 -0.972  0.220
26 H 3.515 -1.727 0.416  0.238
27 H 4.876 0.457 -1.825  0.235
28 H 4.354 2.883 -1.974  0.235
29 H 2.283 3.737 -0.878  0.233
30 H 0.004 2.907 3.962  0.233
31 H 0.007 1.347 5.903  0.234
32 H 0.006 -1.100 5.482  0.233
33 H 0.003 -2.949 3.914  0.238
34 H 0.888 -2.578 2.432  0.228
35 H -0.882 -2.579 2.432  0.228
36 H -2.303 3.743 -0.846  0.233
37 H -4.379 2.891 -1.932  0.235
38 H -4.890 0.462 -1.803  0.235
39 H -4.202 -1.773 -1.216  0.236
40 H -3.500 -1.738 0.406  0.238
41 H -2.468 -2.039 -0.995  0.220

Properties
net charge	+1
2S+1	1
LUMO energy	-2.9	eV
Kohn-Sham gap	8.99	eV



Number 1: calculated total energy -29594.9225 eV. Number 2: calculated total energy -23410.2139 eV. Number 3: calculated total energy -53252.8473 eV. Number 4: calculated total energy -35696.8001 eV. Number 5: calculated total energy -32717.2200 eV. Number 6: calculated total energy -33959.3922 eV.